Below is a 8-piece molecular cluster, H16O8 overall at a distorted geometry, with properties calculated with ωB97M-V/def2-TZVPD.

Each line ends with the Mulliken charge.
Geometry (Å):
1 O -0.05 -0.17 -1.01  -0.702
2 H 0.72 -0.41 -1.53  0.319
3 H -0.74 -0.02 -1.67  0.288
4 O 1.34 2.82 0.15  -0.532
5 H 0.61 2.82 -0.48  0.247
6 H 1.65 3.73 0.16  0.293
7 O 3.16 2.25 0.30  -0.557
8 H 3.53 1.36 0.36  0.278
9 H 3.64 2.75 0.97  0.290
10 O -5.56 1.88 -0.05  -0.627
11 H -4.81 1.35 -0.35  0.302
12 H -6.15 1.91 -0.81  0.325
13 O 0.87 -0.40 1.37  -0.560
14 H 0.68 0.51 1.15  0.291
15 H 0.87 -0.86 0.52  0.278
16 O -1.59 -2.50 -0.77  -0.686
17 H -0.69 -2.20 -0.94  0.384
18 H -2.12 -1.69 -0.82  0.291
19 O -1.52 -1.83 1.91  -0.586
20 H -1.62 -2.33 1.10  0.365
21 H -1.47 -2.50 2.60  0.302
22 O 3.37 -2.16 -0.45  -0.626
23 H 3.42 -2.44 -1.37  0.317
24 H 2.46 -1.86 -0.34  0.308

Calculated values
**Relative energy (zero: lowest compared OMol25 entry of this formula, charge and spin)**: 493.3 kJ/mol
**LUMO energy**: -0.45 eV
**SMILES string**: O.O.O.O.O.O.O.O
**2S+1**: 1
**Frontier orbital gap**: 8.971 eV
**HOMO**: -9.4 eV